The following is a DFT calculation (ωB97M-V/def2-TZVPD) of a structure of composition C42H51BrN6O8P2W at a distorted geometry.

```
! wB97M-V def2-TZVPD RIJCOSX def2/J DEFGRID3
* xyz 2 3
W -0.29 0.47 -1.17
C 2.68 2.88 -3.25
C 1.67 1.88 -2.81
N 1.30 1.73 -1.59
N 1.73 2.51 -0.54
C 1.19 2.10 0.57
O 0.38 1.06 0.65
C 1.49 2.79 1.83
C 1.04 2.27 3.04
C 1.33 2.91 4.23
C 2.07 4.08 4.22
C 2.51 4.62 3.02
C 2.22 3.98 1.83
C 1.02 0.92 -3.75
C 1.39 0.82 -5.07
C 0.77 -0.12 -5.89
C -0.22 -0.92 -5.35
C -0.56 -0.76 -4.01
N 0.04 0.14 -3.23
H 2.98 3.49 -2.41
H 2.25 3.52 -4.03
H 3.55 2.38 -3.68
H 0.44 1.36 3.04
H 0.98 2.50 5.17
H 2.29 4.59 5.15
H 3.07 5.55 3.01
H 2.55 4.40 0.88
H 2.17 1.46 -5.46
H 1.05 -0.22 -6.93
H -0.74 -1.66 -5.94
H -1.34 -1.35 -3.55
C -0.60 -2.15 4.02
C -1.56 -2.17 2.86
C -2.09 -0.81 2.46
O -0.94 -2.86 1.70
P 0.07 -2.34 0.65
O -0.59 -1.41 -0.35
C 1.53 -1.63 1.39
P 2.65 -1.18 0.05
O 1.79 -0.75 -1.11
O 3.48 -2.40 -0.44
C 4.37 -3.42 0.17
C 3.67 -4.19 1.26
C 5.68 -2.81 0.62
O 3.55 -0.10 0.71
C 4.81 0.52 0.22
C 4.90 1.88 0.86
C 4.84 0.56 -1.30
O 0.59 -3.62 -0.06
C 0.36 -3.99 -1.47
C -1.01 -4.62 -1.59
C 1.48 -4.92 -1.85
H -1.15 -1.92 4.93
H 0.17 -1.38 3.90
H -0.12 -3.12 4.15
H -2.39 -2.84 3.08
H -1.29 -0.16 2.09
H -2.51 -0.33 3.35
H -2.87 -0.88 1.71
H 1.95 -2.37 2.07
H 1.28 -0.72 1.94
H 4.54 -4.07 -0.68
H 3.61 -3.62 2.19
H 4.26 -5.08 1.49
H 2.68 -4.52 0.96
H 5.53 -2.18 1.50
H 6.15 -2.25 -0.17
H 6.35 -3.62 0.91
H 5.59 -0.13 0.60
H 4.17 2.56 0.44
H 5.90 2.28 0.69
H 4.75 1.81 1.94
H 3.91 0.98 -1.68
H 4.99 -0.42 -1.74
H 5.66 1.21 -1.61
H 0.43 -3.06 -2.04
H -1.08 -5.50 -0.96
H -1.19 -4.92 -2.62
H -1.80 -3.92 -1.29
H 1.49 -5.80 -1.20
H 2.44 -4.42 -1.78
H 1.34 -5.26 -2.87
Br -4.95 0.64 5.01
C -5.63 1.29 3.37
C -6.73 0.67 2.79
C -7.23 1.16 1.60
C -6.60 2.22 0.96
C -5.53 2.87 1.57
C -5.05 2.40 2.78
N -7.23 2.66 -0.27
N -6.58 2.98 -1.27
C -5.16 2.77 -1.34
C -4.36 3.84 -1.64
C -2.95 3.74 -1.70
C -2.38 2.52 -1.49
O -1.07 2.26 -1.49
C -3.19 1.38 -1.30
N -2.51 0.20 -1.21
C -3.21 -0.91 -1.09
C -4.61 -0.92 -1.05
C -5.30 0.26 -1.12
C -4.59 1.47 -1.24
H -7.21 -0.17 3.29
H -8.11 0.72 1.14
H -5.09 3.75 1.12
H -4.23 2.91 3.28
H -4.84 4.81 -1.79
H -2.34 4.61 -1.90
H -2.65 -1.83 -1.02
H -5.12 -1.87 -0.97
H -6.38 0.26 -1.11
*
```

Output
HOMO-LUMO gap (alpha / beta) = 5.90 / 6.23 eV
Highest occupied orbital energy (alpha / beta) = -11.9 / -12.2 eV

---

The following is a DFT calculation (ωB97M-V/def2-TZVPD) of a cluster of 11 separate species, C42H51F2N9O6 in total at a distorted geometry.

```
! wB97M-V def2-TZVPD RIJCOSX def2/J DEFGRID3
* xyz 1 2
C -1.77 -1.87 5.66
C -1.46 -1.92 4.16
O -1.08 -0.58 3.80
C -0.98 0.16 4.89
O -0.72 1.34 4.92
O -1.02 -0.65 6.00
F -2.57 -2.23 3.50
H -1.28 -2.73 6.11
H -2.83 -1.76 5.88
H -0.68 -2.65 3.93
C -1.07 -1.52 0.07
C -0.66 -0.16 -0.48
O 0.20 0.27 0.62
C 0.64 -0.78 1.43
O 1.30 -0.80 2.43
O 0.07 -1.89 0.90
F -1.72 0.55 -0.46
H -1.05 -2.22 -0.78
H -2.00 -1.42 0.63
H -0.23 -0.23 -1.48
N 0.01 2.62 -4.65
C 0.68 2.15 -3.53
C 0.64 3.19 -2.56
C 0.10 4.38 -3.24
C -0.21 3.98 -4.50
H -0.32 2.05 -5.41
H 1.04 1.14 -3.52
H 0.94 2.96 -1.55
H -0.17 5.34 -2.83
H -0.60 4.72 -5.19
N -6.36 0.93 1.91
C -5.23 1.62 2.00
C -4.21 0.75 2.13
C -4.70 -0.54 2.15
C -6.09 -0.41 2.11
H -7.32 1.25 1.84
H -5.21 2.70 2.00
H -3.16 0.99 2.20
H -4.18 -1.47 2.27
H -6.86 -1.16 2.08
N 3.48 2.41 2.81
C 2.42 2.59 1.93
C 2.71 3.49 0.97
C 3.94 4.03 1.34
C 4.38 3.38 2.47
H 3.53 1.85 3.65
H 1.52 2.05 2.16
H 2.21 3.65 0.02
H 4.56 4.85 1.00
H 5.25 3.60 3.08
N 1.92 -6.13 0.49
C 2.27 -5.68 1.73
C 2.57 -4.39 1.70
C 2.53 -3.95 0.34
C 2.02 -5.01 -0.35
H 1.73 -7.08 0.21
H 2.11 -6.36 2.55
H 2.77 -3.81 2.58
H 2.67 -2.96 -0.08
H 2.02 -5.04 -1.43
N 3.66 -0.02 4.55
C 5.02 0.19 4.30
C 5.51 1.01 5.38
C 4.34 1.44 6.09
C 3.22 0.90 5.51
H 3.11 -0.60 3.95
H 5.44 -0.50 3.58
H 6.52 1.27 5.67
H 4.43 2.07 6.96
H 2.20 1.05 5.84
N 1.31 -2.50 -6.21
C 0.68 -1.33 -5.83
C 0.31 -1.36 -4.52
C 0.68 -2.62 -4.00
C 1.43 -3.16 -5.03
H 1.62 -2.75 -7.14
H 0.57 -0.56 -6.58
H -0.29 -0.59 -4.05
H 0.49 -3.13 -3.07
H 1.83 -4.17 -5.09
N -3.77 -3.44 -1.37
C -3.00 -3.03 -2.39
C -3.04 -1.71 -2.54
C -3.96 -1.24 -1.65
C -4.41 -2.38 -0.91
H -3.76 -4.38 -1.00
H -2.41 -3.79 -2.87
H -2.52 -1.13 -3.29
H -4.23 -0.20 -1.56
H -5.16 -2.38 -0.14
N 4.31 1.36 -0.84
C 5.04 1.49 -1.99
C 5.14 0.13 -2.50
C 4.31 -0.70 -1.77
C 3.87 0.03 -0.72
H 4.07 2.15 -0.26
H 5.59 2.35 -2.32
H 5.73 -0.06 -3.38
H 4.18 -1.69 -2.18
H 3.12 -0.24 0.00
N -5.42 2.76 -2.54
C -5.84 3.88 -3.18
C -4.78 4.79 -3.47
C -3.62 4.07 -3.03
C -4.07 2.94 -2.41
H -6.01 1.98 -2.31
H -6.90 3.97 -3.36
H -4.77 5.72 -4.01
H -2.61 4.46 -2.99
H -3.66 2.06 -1.93
*
```

Output
HOMO-LUMO gap (alpha / beta) = 6.63 / 2.64 eV
Highest occupied orbital energy (alpha / beta) = -9.4 / -9.4 eV

---

The following is a DFT calculation (ωB97M-V/def2-TZVPD) of a structure of composition C42H52BLaN18O9SSe at a distorted geometry.

```
! wB97M-V def2-TZVPD RIJCOSX def2/J DEFGRID3
* xyz 1 2
La -0.07 -0.13 0.55
C -0.17 -4.13 2.81
C 0.75 -2.97 2.59
O 0.28 -1.84 2.39
C 2.18 -3.18 2.60
C 3.07 -2.16 2.37
C 4.55 -2.34 2.51
N 2.58 -0.94 1.99
N 3.33 0.07 2.34
C 2.75 1.22 1.96
O 1.60 1.30 1.40
C 3.51 2.47 2.21
C 4.71 2.45 2.92
C 5.42 3.62 3.12
C 4.94 4.82 2.60
C 3.75 4.85 1.89
C 3.04 3.67 1.69
H -1.12 -3.79 3.23
H 0.29 -4.87 3.46
H -0.38 -4.62 1.85
H 2.56 -4.17 2.82
H 4.80 -3.39 2.66
H 4.91 -1.76 3.37
H 5.07 -1.95 1.63
H 5.07 1.51 3.32
H 6.35 3.61 3.68
H 5.50 5.74 2.77
H 3.38 5.78 1.48
H 2.12 3.68 1.12
C 2.40 -3.79 -0.76
C 2.16 -2.43 -0.72
N 0.84 -2.16 -0.73
N 0.22 -3.38 -0.77
C 1.15 -4.36 -0.78
B -1.33 -3.54 -1.04
N -2.16 -3.01 0.16
C -3.14 -3.67 0.80
C -3.58 -2.91 1.86
C -2.79 -1.76 1.80
N -1.94 -1.81 0.77
N -1.73 -2.79 -2.35
C -1.43 -3.20 -3.60
C -2.07 -2.37 -4.49
C -2.77 -1.46 -3.67
N -2.56 -1.72 -2.38
N -1.73 -5.01 -1.23
C -2.85 -5.42 -1.90
C -3.02 -6.75 -1.64
C -1.95 -7.09 -0.79
N -1.18 -6.04 -0.53
H 3.36 -4.30 -0.75
H 2.90 -1.64 -0.69
H 0.84 -5.40 -0.79
H -3.45 -4.65 0.48
H -4.35 -3.14 2.57
H -2.77 -0.92 2.48
H -0.81 -4.07 -3.77
H -2.08 -2.44 -5.57
H -3.42 -0.65 -3.95
H -3.44 -4.74 -2.48
H -3.80 -7.40 -2.01
H -1.70 -8.04 -0.35
O -2.11 0.58 -0.90
H -1.96 1.18 -1.66
H -2.41 -0.27 -1.31
O -0.09 2.39 -0.50
H 0.75 2.87 -0.57
H -0.48 2.46 -1.40
C -2.89 9.87 0.93
C -2.96 8.35 0.78
S -1.86 7.58 1.94
O -2.42 7.73 3.26
O -0.52 8.03 1.67
C -1.94 5.84 1.52
C -2.38 5.01 2.73
N -2.41 3.58 2.36
C -1.38 2.73 2.51
N -1.67 1.53 2.02
C -2.97 1.59 1.59
C -3.43 2.85 1.78
N -4.69 3.38 1.36
O -4.80 4.60 1.29
O -5.56 2.58 1.08
C -0.12 3.13 3.20
H -3.52 10.33 0.18
H -1.86 10.22 0.80
H -3.24 10.18 1.92
H -2.63 8.01 -0.20
H -3.95 7.95 1.00
H -0.94 5.58 1.18
H -2.65 5.72 0.71
H -3.36 5.31 3.07
H -1.69 5.12 3.56
H -3.50 0.77 1.15
H -0.34 3.53 4.19
H 0.42 3.89 2.64
H 0.52 2.26 3.31
C 0.81 -0.50 -6.57
N 0.36 0.05 -5.31
C -0.48 1.22 -5.13
C -0.58 1.27 -3.62
O -1.23 2.14 -3.01
N 0.12 0.26 -3.06
C 0.63 -0.43 -4.09
N 1.39 -1.51 -3.90
H 0.53 0.18 -7.36
H 0.34 -1.47 -6.77
H 1.89 -0.62 -6.58
H -1.47 1.10 -5.57
H -0.03 2.13 -5.53
H 1.46 -1.88 -2.97
H 1.72 -2.06 -4.67
Se 2.48 0.84 -1.27
N 2.67 2.58 -1.53
C 3.97 2.81 -1.49
C 4.56 4.10 -1.66
C 5.91 4.21 -1.59
C 6.75 3.06 -1.36
C 6.24 1.82 -1.21
C 4.82 1.66 -1.26
N 4.20 0.50 -1.11
H 3.93 4.97 -1.82
H 6.37 5.18 -1.71
H 7.83 3.21 -1.32
H 6.87 0.96 -1.03
*
```

Output
HOMO-LUMO gap (alpha / beta) = 6.53 / 7.33 eV
Highest occupied orbital energy (alpha / beta) = -9.5 / -10.8 eV

---

The following is a DFT calculation (ωB97M-V/def2-TZVPD) of a structure of composition C42H52CdO5P2.

```
! wB97M-V def2-TZVPD RIJCOSX def2/J DEFGRID3
* xyz 0 1
Cd -0.09 0.67 0.27
C -3.69 -2.41 -1.11
C -2.20 -2.52 -0.92
C -1.35 -2.26 -2.00
C -1.89 -1.59 -3.24
C 0.00 -2.61 -1.93
C 0.86 -2.31 -3.14
C 0.52 -3.20 -0.77
C 1.92 -3.76 -0.72
C -0.30 -3.29 0.36
C 0.25 -3.76 1.69
C -1.65 -2.95 0.29
C -2.50 -3.06 1.54
H -4.06 -1.38 -1.02
H -4.24 -3.02 -0.40
H -3.97 -2.76 -2.11
H -2.08 -2.31 -4.04
H -1.19 -0.85 -3.62
H -2.83 -1.07 -3.03
H 0.36 -2.58 -4.07
H 1.81 -2.84 -3.12
H 1.08 -1.24 -3.19
H 2.64 -3.08 -0.26
H 2.30 -3.99 -1.71
H 1.95 -4.70 -0.16
H -0.27 -4.65 2.05
H 0.11 -3.00 2.46
H 1.31 -3.99 1.65
H -2.73 -4.10 1.80
H -3.44 -2.54 1.43
H -1.99 -2.62 2.40
C 6.92 -2.02 -1.59
C 6.69 -1.38 -0.38
C 5.45 -0.78 -0.13
C 4.43 -0.84 -1.07
C 4.67 -1.50 -2.28
C 5.91 -2.08 -2.54
P 2.74 -0.18 -0.79
C 2.91 0.40 0.93
C 3.07 1.67 1.32
C 3.12 2.04 2.74
C 2.92 1.18 3.73
C 2.44 -0.18 3.41
C 2.54 -0.65 1.95
C 2.71 1.33 -1.83
C 3.88 1.86 -2.31
C 3.88 2.90 -3.26
C 2.70 3.37 -3.75
C 1.46 2.85 -3.28
C 0.25 3.35 -3.83
C -0.94 2.86 -3.40
C -0.97 1.91 -2.36
C 0.17 1.40 -1.77
C 1.44 1.85 -2.28
H 7.88 -2.48 -1.78
H 7.47 -1.32 0.36
H 5.30 -0.26 0.80
H 3.89 -1.56 -3.02
H 6.08 -2.57 -3.49
H 3.19 2.45 0.58
H 3.39 3.07 2.97
H 3.01 1.47 4.77
H 2.65 -0.93 4.17
H 2.96 -1.63 1.74
H 4.83 1.45 -1.98
H 4.82 3.30 -3.62
H 2.68 4.15 -4.50
H 0.30 4.11 -4.60
H -1.87 3.23 -3.82
H -1.94 1.58 -2.00
C 0.03 3.69 0.94
O 0.49 2.45 1.37
H 0.27 4.48 1.67
H -1.06 3.74 0.77
H 0.49 4.01 -0.01
O 0.94 -0.14 3.20
C 1.01 -0.49 1.95
C -5.35 -0.95 3.34
C -5.46 -0.31 1.98
O -4.58 0.82 1.90
P -3.27 0.74 0.95
O -2.04 0.75 1.99
C -1.84 1.71 3.07
C -2.35 1.11 4.37
O -3.17 2.29 0.51
C -4.11 2.80 -0.45
C -5.17 3.64 0.24
H -6.02 -1.81 3.40
H -5.61 -0.25 4.12
H -4.33 -1.30 3.51
H -6.47 0.06 1.79
H -5.21 -1.02 1.18
H -2.35 2.63 2.80
H -0.78 1.91 3.08
H -3.44 1.07 4.41
H -1.99 1.72 5.20
H -1.96 0.10 4.50
H -4.56 1.98 -1.01
H -3.53 3.40 -1.15
H -5.69 3.06 1.00
H -5.89 4.00 -0.49
H -4.71 4.50 0.72
*
```

Output
HOMO-LUMO gap = 7.29 eV
Highest occupied orbital energy = -7.3 eV

---

no.,molecular weight (Da)
1,1093.596
2,815.923
3,1213.740
4,811.233